C2H8NO2 | wB97M-V/def2-TZVPD

Element x y z (Å)
C -1.158 0.749 0.123
O -0.203 0.649 1.110
C -0.748 0.078 -1.193
N -0.435 -1.407 -0.930
H -1.435 1.811 -0.095
H -2.052 0.202 0.475
H 0.043 0.593 -1.759
H -1.646 -0.051 -1.834
H -0.518 -1.454 0.085
H 0.562 -1.347 -1.129
H 2.360 -0.818 1.063
H 1.161 0.243 0.987
O 2.194 0.070 0.765

The value obtained for the maximum force is 2.45 eV/Å. For the molar mass, the calculation gives 78.1 g mol⁻¹. As for the total charge: -1. Its energy is -7788.7269 eV. The orbital gap is 8.01 eV. As for the spin multiplicity: 1. The HOMO energy is -3.3486 eV. The calculation puts the relative energy (zero: lowest compared OMol25 entry of this formula, charge and spin) at 44.2 kJ/mol.